{"formula": "C28H78F3O14", "method": "ωB97M-V/def2-TZVPD", "species": ["C", "O", "O", "C", "F", "F", "F", "C", "C", "H", "H", "H", "H", "H", "H", "C", "C", "O", "H", "H", "H", "H", "H", "H", "C", "C", "O", "H", "H", "H", "H", "H", "H", "C", "C", "O", "H", "H", "H", "H", "H", "H", "C", "C", "O", "H", "H", "H", "H", "H", "H", "C", "C", "O", "H", "H", "H", "H", "H", "H", "C", "C", "O", "H", "H", "H", "H", "H", "H", "C", "C", "O", "H", "H", "H", "H", "H", "H", "C", "C", "O", "H", "H", "H", "H", "H", "H", "C", "C", "O", "H", "H", "H", "H", "H", "H", "C", "C", "O", "H", "H", "H", "H", "H", "H", "C", "C", "O", "H", "H", "H", "H", "H", "H", "C", "C", "O", "H", "H", "H", "H", "H", "H"], "coordinates": [[-0.8569, -1.5223, 0.2774], [0.2243, -0.5365, 0.3497], [-0.6972, -2.3813, 1.2534], [-2.1999, -0.7662, 0.1384], [-3.2697, -1.5921, 0.2136], [-2.3920, 0.2101, 1.0448], [-2.2721, -0.1853, -1.0960], [0.5630, 0.2375, -0.7726], [1.9115, 0.9151, -0.5216], [2.7347, 0.2014, -0.5957], [2.0803, 1.6262, -1.3378], [1.9787, 1.4601, 0.4188], [-0.1679, 1.0355, -0.9560], [0.6491, -0.3397, -1.7019], [-0.7029, -2.0202, -0.7012], [-2.1764, 1.4320, -3.4162], [-1.5097, 1.4178, -4.7889], [-0.9885, 0.1125, -5.0110], [-2.9200, 0.6411, -3.3504], [-2.6299, 2.4220, -3.3279], [-1.4081, 1.2706, -2.6614], [-0.6719, 2.1286, -4.8336], [-2.2159, 1.6861, -5.5861], [-0.7363, 0.1389, -5.9413], [-5.5897, 0.2827, 2.1680], [-6.7664, -0.2821, 2.9215], [-7.9716, 0.4428, 2.6493], [-5.2891, 1.2849, 2.4614], [-5.6350, 0.1582, 1.0844], [-4.7335, -0.3734, 2.3652], [-6.5796, -0.2713, 4.0026], [-6.9563, -1.3370, 2.6958], [-8.7198, -0.1424, 2.7741], [3.4541, -3.6721, -1.8857], [2.3415, -2.7519, -1.4167], [2.3708, -2.5669, -0.0347], [3.4751, -4.5668, -1.2654], [4.4030, -3.1319, -1.7819], [3.4317, -3.8871, -2.9540], [1.4238, -3.2235, -1.7967], [2.4064, -1.8228, -1.9977], [1.5580, -2.0810, 0.1990], [3.0770, 0.1266, -4.1271], [2.3188, 1.3256, -4.5990], [2.9044, 2.5637, -4.1679], [4.1155, 0.0733, -4.4535], [2.5448, -0.7441, -4.5182], [3.0732, 0.0693, -3.0379], [1.2983, 1.3935, -4.2062], [2.2918, 1.4774, -5.6882], [2.2475, 3.2771, -4.2810], [0.1640, 4.1597, -2.2941], [0.0059, 4.9338, -3.5995], [0.9841, 4.4095, -4.5031], [-0.4894, 4.5913, -1.5379], [1.1840, 4.2852, -1.9251], [-0.0001, 3.0971, -2.4650], [0.1565, 5.9982, -3.4060], [-1.0143, 4.7567, -3.9516], [0.8396, 4.8359, -5.3556], [-3.4687, 3.2572, 0.5269], [-2.0402, 3.2758, 0.0468], [-1.7704, 4.4745, -0.6998], [-3.5740, 2.4568, 1.2600], [-4.1344, 3.0455, -0.3135], [-3.7256, 4.2139, 0.9791], [-1.7765, 2.4094, -0.5683], [-1.3437, 3.1954, 0.8827], [-2.3741, 4.4559, -1.4493], [5.2074, 1.2859, 1.6686], [4.6358, -0.1181, 1.8379], [4.9752, -0.5810, 3.1356], [4.8136, 1.9575, 2.4316], [5.0495, 1.7202, 0.6772], [6.2966, 1.2606, 1.7823], [5.0445, -0.8185, 1.1006], [3.5479, -0.1309, 1.7834], [5.8877, -0.4285, 3.3854], [-2.4418, -5.2660, -0.9576], [-0.9470, -5.2711, -0.8313], [-0.5550, -5.1221, 0.5329], [-2.7939, -5.5595, -1.9537], [-2.8989, -4.2871, -0.7901], [-2.9021, -5.9300, -0.2232], [-0.4960, -4.4448, -1.3940], [-0.4984, -6.1859, -1.2286], [-0.4408, -4.1514, 0.6463], [-4.1094, -3.8278, 2.3759], [-3.4497, -2.9994, 3.4683], [-2.7842, -3.7726, 4.4340], [-4.4158, -3.2925, 1.4752], [-5.0247, -4.3275, 2.7213], [-3.4903, -4.6425, 1.9904], [-4.2855, -2.4167, 3.8933], [-2.7630, -2.2565, 3.0622], [-3.4545, -4.2313, 4.9498], [3.8353, -5.3395, 2.5710], [3.8364, -3.8210, 2.8084], [2.5599, -3.2950, 2.6483], [4.8509, -5.7281, 2.7324], [3.5396, -5.6087, 1.5578], [3.2259, -5.8295, 3.3293], [4.6043, -3.3179, 2.2062], [4.1686, -3.6954, 3.8454], [2.4202, -3.0263, 1.7252], [0.0256, 1.9912, 2.7307], [1.1135, 1.1514, 3.3740], [1.0168, -0.2182, 3.0168], [0.1555, 3.0220, 3.0811], [-0.9806, 1.6687, 2.9979], [0.1278, 1.9732, 1.6453], [1.0581, 1.2065, 4.4644], [2.1177, 1.4947, 3.0826], [0.6959, -0.2779, 2.0905], [2.4749, 4.6801, 0.8537], [0.9840, 4.3946, 0.9532], [0.7356, 4.2159, 2.3610], [3.0626, 3.8916, 1.3107], [2.5939, 5.6180, 1.4058], [2.7817, 4.9565, -0.1557], [0.7286, 3.4377, 0.4854], [0.3205, 5.1846, 0.5959], [-0.2041, 4.0434, 2.4766]], "forces_ev_per_angstrom": [[0.863, -2.037, 0.341], [0.163, 0.535, -0.200], [-0.820, 0.735, -0.501], [-0.037, -0.302, 0.101], [0.385, 0.267, -0.001], [0.000, -0.029, -0.068], [-0.222, 0.045, 0.360], [0.575, 0.891, 0.133], [0.081, -0.074, -0.769], [-0.050, -0.112, 0.313], [-0.004, 0.122, 0.063], [-0.140, -0.137, 0.130], [-0.121, -0.137, 0.064], [-0.256, -0.264, 0.091], [-0.305, 0.298, -0.709], [0.543, 0.341, -1.022], [0.012, -0.072, 0.465], [-0.087, 0.137, -0.610], [-0.065, 0.109, 0.052], [-0.144, -0.073, 0.446], [-0.233, 0.087, 0.042], [-0.208, 0.174, 0.126], [-0.074, -0.038, 0.118], [0.228, -0.508, 0.135], [0.794, -1.108, -0.179], [-0.529, -0.219, 0.317], [0.121, 0.364, -0.174], [-0.307, 0.117, -0.057], [-0.595, 0.477, -0.030], [0.038, 0.148, 0.427], [0.147, 0.227, -0.036], [0.379, 0.014, -0.327], [-0.020, -0.054, 0.062], [0.928, 0.834, 0.473], [-0.260, -0.730, -1.762], [-0.233, 0.360, -0.188], [0.043, -0.139, -0.216], [0.099, -0.247, 0.360], [-0.547, -0.237, 0.048], [-0.341, 0.094, 0.588], [0.116, 0.243, 0.355], [0.031, 0.026, 0.334], [-0.264, -0.356, 0.058], [-0.226, 2.396, -0.233], [0.805, -0.028, 0.563], [-0.053, 0.251, -0.179], [0.141, -0.167, 0.120], [-0.043, 0.053, -0.025], [-0.082, -0.899, -0.185], [-0.243, -1.026, -0.096], [0.278, -0.475, 0.109], [1.401, 0.953, -0.962], [0.245, -0.995, 1.280], [-0.688, 0.770, -0.675], [0.896, -0.521, -0.730], [0.201, -0.124, -0.204], [-0.212, -0.073, 0.147], [0.050, 0.065, -0.251], [0.014, 0.151, -0.435], [0.240, -0.143, -0.055], [0.129, -0.478, -0.061], [0.231, -0.102, -0.041], [-2.116, 0.036, 1.804], [-0.197, 0.042, -0.032], [-0.157, 0.078, 0.113], [-0.038, -0.009, 0.030], [-0.341, -0.031, -0.061], [-0.143, 0.527, -0.093], [-0.099, 0.076, -0.034], [0.198, -0.008, -0.431], [0.799, 0.370, 0.343], [-0.707, -0.493, 0.661], [-0.109, -0.010, -0.029], [-0.294, -0.075, 0.033], [0.005, -0.081, 0.121], [-0.147, 0.152, -0.209], [0.015, -0.098, 0.053], [0.171, 0.201, -0.479], [-1.057, 0.048, -0.398], [0.662, 0.411, 0.669], [0.104, 0.151, -0.814], [0.187, -0.175, -0.006], [0.354, 0.134, 0.190], [0.164, -0.151, -0.038], [-0.165, -0.051, -0.276], [-0.153, -0.148, 0.083], [-0.216, -0.045, 0.862], [-0.212, -1.015, -0.631], [-1.011, 0.640, -0.793], [-0.018, -0.060, 0.335], [0.142, 0.482, 0.261], [0.041, 0.115, 0.307], [0.407, 0.206, 0.239], [0.253, 0.054, 0.420], [0.354, -0.408, -0.053], [0.086, -0.067, -0.037], [0.887, 0.178, 0.168], [0.300, -0.914, 0.111], [-0.193, 0.465, 0.098], [0.021, 0.040, -0.120], [-0.267, -0.010, 0.069], [-0.362, 0.017, -0.265], [-0.173, -0.019, -0.212], [-0.253, 0.344, 0.024], [0.159, -0.352, 0.407], [-0.532, -0.811, 1.325], [-0.143, -0.892, -0.421], [-0.103, 0.259, -0.146], [-0.247, -3.257, 1.023], [0.000, -0.619, -0.019], [-0.071, -0.082, 0.042], [-0.029, 0.014, -0.018], [-0.083, 0.435, 0.025], [0.133, -0.191, 0.619], [-0.887, 1.382, -0.093], [0.309, -0.614, 0.853], [1.079, 3.929, -1.366], [0.096, -0.086, -0.163], [0.379, -0.210, 0.279], [0.083, -0.584, -0.131], [0.041, 0.241, -0.426], [0.346, 0.029, -0.367], [-0.022, 1.127, -0.645]], "lowdin_charge": [-0.48, -0.15, -0.11, -0.50, 0.12, 0.13, 0.09, -0.26, -0.05, 0.07, 0.07, 0.06, 0.08, 0.12, 0.14, -0.08, -0.32, -0.08, 0.08, 0.07, 0.04, 0.08, 0.11, 0.08, -0.09, -0.32, -0.09, 0.07, 0.08, 0.06, 0.11, 0.11, 0.07, -0.07, -0.33, -0.07, 0.07, 0.07, 0.07, 0.10, 0.08, 0.07, -0.08, -0.32, -0.12, 0.08, 0.08, 0.05, 0.09, 0.11, 0.02, -0.08, -0.27, -0.10, 0.02, 0.08, 0.07, 0.11, 0.11, 0.10, -0.06, -0.28, -0.13, 0.06, 0.08, 0.08, 0.09, 0.08, 0.09, -0.09, -0.31, -0.08, 0.07, 0.07, 0.07, 0.11, 0.09, 0.07, -0.10, -0.34, -0.10, 0.06, 0.06, 0.07, 0.09, 0.10, 0.04, -0.09, -0.33, -0.05, 0.05, 0.06, 0.07, 0.09, 0.10, 0.08, -0.09, -0.35, -0.06, 0.06, 0.06, 0.07, 0.10, 0.10, 0.04, -0.10, -0.29, -0.08, 0.03, 0.09, 0.05, 0.11, 0.10, 0.04, -0.06, -0.29, -0.15, 0.07, 0.08, 0.07, 0.08, 0.11, 0.06], "total_charge": -1, "e_lumo_ev": 1.830, "e_above_lowest_kcal_mol": 92.5, "total_energy_ev": -67114.3166, "gap_ha": 0.257}